ORCA calculation (ωB97M-V/def2-TZVPD) on C7H15ClINOPZr as an isolated structure in a non-equilibrium geometry.

Last column: Mulliken charge in e.
Positions of all 28 atoms, in Å:
C  -0.119  -4.244  -2.628  -0.77
I  1.104  -2.773  -1.503  0.41
H  -1.178  -4.102  -2.413  0.35
H  0.217  -5.237  -2.320  0.37
H  0.080  -4.099  -3.689  0.35
Zr  -0.420  -0.842  -0.243  0.86
P  -0.090  1.154  -1.861  1.06
C  1.407  1.620  -2.759  -1.19
C  -1.189  0.715  -3.245  -1.13
H  -1.585  2.618  -0.663  0.38
H  -0.887  3.396  -2.140  0.42
H  0.087  3.223  -0.626  0.39
C  -0.678  2.761  -1.263  -1.15
H  -2.180  0.457  -2.853  0.44
H  -1.218  1.595  -3.907  0.42
H  1.103  2.270  -3.598  0.41
H  1.920  0.730  -3.141  0.42
H  -0.786  -0.164  -3.770  0.39
H  2.115  2.154  -2.115  0.45
C  1.731  0.166  -0.081  0.10
O  2.870  0.355  -0.118  -0.03
Cl  -2.741  -0.975  -0.520  -0.27
C  0.143  -0.013  4.320  -0.81
C  -0.010  -0.367  2.947  0.43
N  -0.206  -0.645  1.823  -0.35
H  -0.723  0.605  4.641  0.34
H  1.067  0.570  4.482  0.34
H  0.166  -0.928  4.936  0.35

Atoms 1-6, force components in eV/Å:
-0.6 -0.7 -0.5
0.1 -1.0 -0.6
0.2 0.3 0.3
0.2 0.4 0.3
0.3 0.4 0.2
-2.2 -0.5 -0.4

Values from the calculation:
* energy relative to the best compared isomer or geometry (same formula, charge and spin): 0.0 kcal/mol
* charge: +3
* calculated total energy: -1550.97095 a.u.
* HOMO: -21.29 eV